Density functional theory data (wB97M-V/def2-TZVPD) for a 2-piece molecular cluster, C4H10O3 overall at a distorted geometry.

```
17
Properties=species:S:1:pos:R:3:mulliken_charge:R:1
C 1.2278 0.6751 -0.5680 -0.425
C 0.0000 0.0000 0.0000 -0.404
O -0.6956 -0.5814 -1.1026 -0.387
C -0.0089 -1.5948 -1.7890 -0.151
O 1.1313 -0.9730 -2.3664 -0.362
C 2.0221 -0.3762 -1.3500 -0.540
H 1.0534 1.4265 -1.3619 0.270
H 1.8595 1.1469 0.2091 0.333
H -0.6962 0.7170 0.4761 0.272
H 0.3520 -0.6982 0.7836 0.285
H 0.1701 -2.5148 -1.1998 0.311
H -0.7225 -1.8461 -2.5970 0.182
H 2.5271 -1.1640 -0.7585 0.325
H 2.8005 0.1705 -1.9162 0.286
O -1.7860 -0.4188 3.5372 -0.647
H -2.4618 0.1578 3.9604 0.322
H -2.1753 -0.6586 2.6658 0.330
```

Energy relative to the best compared isomer or geometry (same formula, charge and spin): 1.7704 eV
Lowest unoccupied orbital energy: 0.8 eV
Gap between HOMO and LUMO: 0.389 Ha
SMILES: C1COCOC1.O
Highest occupied orbital energy: -9.837 eV
Total charge: 0

=====

Density functional theory data (wB97M-V/def2-TZVPD) for a 3-piece molecular cluster, C4H10O4 overall at a distorted geometry.

```
18
Properties=species:S:1:pos:R:3:mulliken_charge:R:1
O -1.4179 -1.3148 -0.0569 -0.467
C -0.5167 -1.0923 -0.8126 -0.072
C 0.5736 -0.0606 -0.5967 -0.419
C 1.0514 0.4835 -1.9553 -0.421
C 1.4546 1.9417 -1.9273 -0.122
O 1.8038 2.5179 -2.9258 -0.460
H -0.3792 -1.6910 -1.7381 0.362
H 0.0942 0.7518 -0.0665 0.267
H 1.3776 -0.4344 0.0356 0.365
H 0.1936 0.5235 -2.6385 0.284
H 1.8218 -0.1571 -2.3790 0.360
H 1.3796 2.5137 -0.9837 0.323
O 2.9494 2.1113 3.7478 -0.638
H 3.6184 2.2071 4.4332 0.319
H 2.8901 2.9935 3.3636 0.319
O -5.6470 -3.9666 1.2114 -0.638
H -6.3954 -3.4853 1.5583 0.318
H -4.8521 -3.8419 1.7305 0.321
```

Energy relative to the best compared isomer or geometry (same formula, charge and spin): 1.7038 eV
Lowest unoccupied orbital energy: 0.6 eV
Gap between HOMO and LUMO: 0.389 Ha
SMILES: O=CCCC=O.O.O
Highest occupied orbital energy: -10.028 eV
Total charge: 0

=====

Density functional theory data (wB97M-V/def2-TZVPD) for a 3-piece molecular cluster, C4H10O4 overall at a distorted geometry.

```
18
Properties=species:S:1:pos:R:3:mulliken_charge:R:1
O -2.3020 -0.9117 0.6397 -0.462
C -1.6293 -0.9149 -0.3687 -0.042
C -0.1977 -0.4952 -0.1886 -0.391
C -0.0428 0.6188 0.8757 -0.530
C 1.3469 0.8652 1.3123 0.053
O 2.3185 0.1609 1.1813 -0.498
H -2.0524 -1.2162 -1.3283 0.367
H 0.4290 -1.3481 0.1279 0.288
H 0.2739 -0.0157 -1.0493 0.314
H -0.4939 0.2091 1.8308 0.260
H -0.7587 1.4533 0.6902 0.376
H 1.5007 1.7382 1.9957 0.261
O 0.7245 2.3783 4.4238 -0.632
H 1.1068 1.6894 5.0032 0.322
H 1.6391 2.5879 4.1646 0.315
O -0.4518 -1.8614 -7.1802 -0.635
H -0.8173 -2.6076 -6.7015 0.319
H -0.3077 -1.1740 -6.5276 0.316
```

Energy relative to the best compared isomer or geometry (same formula, charge and spin): 2.0616 eV
Lowest unoccupied orbital energy: 0.4 eV
Gap between HOMO and LUMO: 0.383 Ha
SMILES: O=CCCC=O.O.O
Highest occupied orbital energy: -9.993 eV
Total charge: 0

=====

Density functional theory data (wB97M-V/def2-TZVPD) for a 2-piece molecular cluster, C4H10O4 overall at a distorted geometry.

```
18
Properties=species:S:1:pos:R:3:mulliken_charge:R:1
C -1.0522 2.1923 0.8569 -1.231
C -0.6802 0.9341 0.0342 0.288
O -0.3476 1.3180 -1.2627 -0.558
C 0.4387 0.0565 0.7118 -0.572
C -0.1390 -1.2167 1.2369 0.506
O -1.1275 -1.4877 1.8447 -0.533
O 0.6789 -2.2846 0.8205 -0.476
H -2.1054 2.3781 0.6636 0.317
H -0.3979 3.0073 0.5454 0.322
H -0.8563 2.1409 1.9318 0.348
H -1.5982 0.3589 -0.0868 0.301
H 0.5080 1.5899 -1.5195 0.285
H 1.0236 -0.1967 -0.1708 0.263
H 1.0249 0.5928 1.4516 0.401
H 0.0898 -3.0169 0.7256 0.317
O 1.7488 0.1744 -3.2612 -0.578
H 1.7471 -0.2408 -4.1135 0.298
H 1.2793 0.9890 -3.3972 0.303
```

Energy relative to the best compared isomer or geometry (same formula, charge and spin): 0.9757 eV
Lowest unoccupied orbital energy: 0.6 eV
Gap between HOMO and LUMO: 0.403 Ha
SMILES: C[C@@H](O)CC(=O)O.O
Highest occupied orbital energy: -10.395 eV
Total charge: 0

=====

Density functional theory data (wB97M-V/def2-TZVPD) for C4H10O6 as an isolated structure at a distorted geometry.

```
20
Properties=species:S:1:pos:R:3:mulliken_charge:R:1
C -1.2526 -2.2934 0.7461 -1.276
C -0.2135 -1.3769 0.2126 0.179
C -0.6570 0.1954 0.3989 0.327
O -1.9862 0.4172 0.0573 -0.362
C -2.2439 1.7997 -0.2501 -0.746
O 0.3145 0.7862 -0.2584 -0.633
O 0.4894 2.5594 0.8716 -0.109
O 1.1412 2.0555 1.8578 0.065
O 2.5713 1.4222 1.2337 -0.332
O -0.0060 -1.5792 -1.1426 -0.543
H -1.4092 -2.1042 1.8113 0.343
H -2.1734 -2.1208 0.1761 0.347
H -0.8822 -3.3057 0.5901 0.362
H 0.7017 -1.3581 0.8384 0.309
H -0.5928 0.2501 1.4957 0.411
H -3.1650 1.7781 -0.8234 0.282
H -2.3914 2.3192 0.7034 0.277
H -1.4428 2.2952 -0.8101 0.307
H 2.3392 1.5971 0.3021 0.376
H 0.4693 -0.7476 -1.4072 0.417
```

Energy relative to the best compared isomer or geometry (same formula, charge and spin): 10.3599 eV
Lowest unoccupied orbital energy (spin up / spin down): -1.5 / -2.2 eV
Gap between HOMO and LUMO (spin up / spin down): 0.305 / 0.298 Ha
Highest occupied orbital energy (spin up / spin down): -9.797 / -10.253 eV
Total charge: 0

=====

Density functional theory data (wB97M-V/def2-TZVPD) for a 2-piece molecular cluster, C4H10OS overall at a distorted geometry.

```
16
Properties=species:S:1:pos:R:3:mulliken_charge:R:1
C 2.5917 -1.6869 0.5922 -0.601
C 2.1810 -1.6817 1.8442 0.022
O 2.9748 -1.7564 2.9551 -0.491
H 1.8599 -1.6019 -0.2033 0.207
H 3.5982 -1.7995 0.2319 0.260
H 1.1258 -1.8570 2.0881 0.290
H 2.8212 -2.5779 3.4229 0.313
C -1.5205 2.6764 -0.6511 -0.831
S -0.8246 1.4140 -1.7293 -0.075
C -2.1300 0.2176 -1.8537 -0.899
H -1.2250 3.6566 -0.9936 0.320
H -1.3346 2.4182 0.3906 0.284
H -2.6208 2.7221 -0.6744 0.271
H -1.9035 -0.7444 -2.2918 0.308
H -2.5392 -0.0025 -0.8415 0.281
H -3.0543 0.6034 -2.2865 0.339
```

Energy relative to the best compared isomer or geometry (same formula, charge and spin): 1.6571 eV
Lowest unoccupied orbital energy: 0.9 eV
Gap between HOMO and LUMO: 0.341 Ha
SMILES: C=CO.CSC
Highest occupied orbital energy: -8.430 eV
Total charge: 0

=====

Density functional theory data (wB97M-V/def2-TZVPD) for a 2-piece molecular cluster, C4H10OS3 overall at a distorted geometry.

```
18
Properties=species:S:1:pos:R:3:mulliken_charge:R:1
C -2.5015 -0.3525 0.2608 -0.793
C 0.2497 2.2497 -1.1218 -0.851
C 2.2107 -1.7810 0.3493 -0.888
C 0.2738 0.0872 0.2505 -0.416
O 2.7745 0.7530 0.3422 -0.550
S -0.9026 -0.8428 -0.6214 0.032
S -0.0904 1.7538 0.5977 0.045
S 1.9211 -0.1721 -0.3996 0.454
H -3.2390 -1.1585 0.1494 0.364
H -2.8566 0.4209 -0.3177 0.317
H -2.0486 -0.1672 1.3195 0.274
H -0.5332 1.8433 -1.6395 0.298
H 1.3445 2.0195 -1.2142 0.280
H 0.0740 3.3804 -1.2782 0.337
H 2.3582 -1.7042 1.4954 0.314
H 3.0590 -2.2741 -0.2884 0.323
H 1.4415 -2.5245 0.0943 0.341
H 0.5126 -0.4001 1.7968 0.118
```

Lowest unoccupied orbital energy (spin up / spin down): 0.4 / -2.9 eV
<S²>: 2.01
Gap between HOMO and LUMO (spin up / spin down): 0.220 / 0.221 Ha
2S+1: 3
Highest occupied orbital energy (spin up / spin down): -5.626 / -8.906 eV
Total charge: 0

=====

Density functional theory data (wB97M-V/def2-TZVPD) for the molecule C4H10OSSi at a distorted geometry.

```
17
Properties=species:S:1:pos:R:3:mulliken_charge:R:1
C -0.7434 1.6098 -1.3717 -0.468
C 1.3828 -0.5864 -1.1134 -1.132
C 0.3688 1.0189 1.2742 -1.165
C -1.5259 -1.1431 0.1620 -1.128
O -1.2709 2.4328 -3.8525 -0.492
Si -0.2474 0.1107 -0.3753 0.557
S -0.8390 1.2802 -3.0642 0.366
H -0.8789 2.5011 -0.8599 0.436
H 1.2578 -1.5554 -1.6333 0.317
H 1.9678 0.0031 -1.7247 0.412
H 1.8953 -0.6964 -0.1544 0.307
H -0.5152 1.5527 1.6198 0.339
H 0.9124 0.5803 2.1552 0.325
H 0.9151 1.7676 0.6936 0.296
H -1.1170 -2.0975 0.2498 0.399
H -2.0922 -1.0079 1.1195 0.302
H -2.1501 -1.2412 -0.6967 0.330
```

Energy relative to the best compared isomer or geometry (same formula, charge and spin): 2.3166 eV
Lowest unoccupied orbital energy: -0.7 eV
Gap between HOMO and LUMO: 0.319 Ha
Highest occupied orbital energy: -9.407 eV
Total charge: 0

=====

Density functional theory data (wB97M-V/def2-TZVPD) for a 2-piece molecular cluster, C4H10OSi overall at a distorted geometry.

```
16
Properties=species:S:1:pos:R:3:mulliken_charge:R:1
C -2.2808 0.1355 0.6791 -0.162
C 1.3084 -1.0922 1.1892 -0.996
C 0.1435 -0.8510 -1.6139 -0.959
C 0.3691 1.8024 -0.0027 -1.006
O -2.8904 -0.6560 0.0304 -0.399
Si 0.2140 -0.0211 0.0576 0.570
H -2.8544 0.9750 1.2451 0.231
H 0.9913 -2.1487 1.0725 0.273
H 2.3686 -1.1069 1.0133 0.352
H 1.1883 -0.7511 2.2481 0.285
H -0.3913 -0.1937 -2.2001 0.331
H 1.1629 -1.1497 -1.9791 0.319
H -0.5205 -1.7789 -1.4926 0.265
H -0.4798 2.2100 0.5584 0.288
H 1.3796 2.4134 0.2464 0.302
H 0.2915 2.2130 -1.0518 0.307
```

Energy relative to the best compared isomer or geometry (same formula, charge and spin): 2.5401 eV
Lowest unoccupied orbital energy: 0.9 eV
Gap between HOMO and LUMO: 0.312 Ha
Highest occupied orbital energy: -7.631 eV
Total charge: 0

=====

Density functional theory data (wB97M-V/def2-TZVPD) for a 2-piece molecular cluster, C4H10P2 overall at a distorted geometry.

```
16
Properties=species:S:1:pos:R:3:mulliken_charge:R:1
C 3.9818 0.4006 -0.5466 -0.410
C -2.6701 -0.6395 -0.1522 -0.860
C -1.0462 1.7680 -0.6343 -0.877
C 0.2896 -0.9119 0.1454 -0.895
P 2.9464 0.3495 0.7619 0.030
P -1.0978 -0.0677 -0.6339 0.335
H 5.1614 0.4240 -0.6690 0.215
H 3.5333 0.5542 -1.4658 0.242
H -2.6489 -1.7503 0.0356 0.268
H -3.1455 0.0912 0.5732 0.247
H -2.0946 2.1041 -0.5053 0.329
H -0.3495 2.0428 0.1835 0.284
H -0.4730 2.0960 -1.5523 0.297
H 0.1595 -0.7163 1.2399 0.381
H 0.6416 -1.9177 -0.2432 0.347
H -0.8377 -0.3702 -2.0836 0.067
```

Energy relative to the best compared isomer or geometry (same formula, charge and spin): 4.4978 eV
Lowest unoccupied orbital energy (spin up / spin down): -0.9 / -0.7 eV
Gap between HOMO and LUMO (spin up / spin down): 0.227 / 0.250 Ha
Highest occupied orbital energy (spin up / spin down): -7.108 / -7.505 eV
Total charge: 0

=====

Density functional theory data (wB97M-V/def2-TZVPD) for a 2-piece molecular cluster, C4H10S overall at a distorted geometry.

```
15
Properties=species:S:1:pos:R:3:mulliken_charge:R:1
C 1.9575 1.5249 2.0753 -1.639
S 0.5103 0.6596 2.8243 -0.193
H 2.5394 0.7960 1.5154 0.478
H 2.4952 2.0237 2.8675 0.319
H 1.5182 2.2016 1.3416 0.335
H 0.2687 -0.3301 1.9321 0.098
C -1.1220 -1.2987 -3.9115 -1.153
C -1.4730 -0.6885 -2.5817 0.282
C -0.8619 -0.9424 -1.4298 -1.669
H -1.9651 -1.9030 -4.2576 0.292
H -0.2999 -2.0056 -3.7764 0.338
H -0.8672 -0.5561 -4.6706 0.322
H -2.5049 -0.3535 -2.5102 0.286
H -1.4166 -1.0147 -0.4986 0.400
H 0.1371 -1.3439 -1.3506 0.503
```

Energy relative to the best compared isomer or geometry (same formula, charge and spin): 2.1299 eV
Lowest unoccupied orbital energy (spin up / spin down): 3.5 / 3.5 eV
<S²>: 0.75
Gap between HOMO and LUMO (spin up / spin down): 0.085 / 0.317 Ha
2S+1: 2
Highest occupied orbital energy (spin up / spin down): 1.155 / -5.151 eV
Total charge: -1

=====

Density functional theory data (wB97M-V/def2-TZVPD) for a 2-piece molecular cluster, C4H10S overall at a distorted geometry.

```
15
Properties=species:S:1:pos:R:3:mulliken_charge:R:1
C -0.1240 -1.2975 2.1911 -0.554
C -1.0680 -2.0675 1.6385 -0.462
H 0.9212 -1.4858 2.0734 0.302
H -0.4741 -0.5569 2.9531 0.206
H -0.9500 -3.0535 1.2483 0.272
H -2.1236 -1.9803 1.8819 0.237
C 0.7703 0.7247 -2.1628 -0.817
C 0.2001 0.8621 -0.8049 -0.450
S 0.5424 2.5341 0.1061 -0.206
H 0.1070 1.2702 -2.9233 0.225
H 1.7676 1.2528 -2.0583 0.272
H 1.1638 -0.2440 -2.6590 0.303
H 0.7352 0.1368 -0.2538 0.179
H -0.9124 0.7755 -0.6941 0.361
H -0.5556 3.1292 -0.5363 0.131
```

Energy relative to the best compared isomer or geometry (same formula, charge and spin): 2.1125 eV
Lowest unoccupied orbital energy: 0.9 eV
Gap between HOMO and LUMO: 0.369 Ha
SMILES: C=C.CCS
Highest occupied orbital energy: -9.099 eV
Total charge: 0

=====

Density functional theory data (wB97M-V/def2-TZVPD) for a 2-piece molecular cluster, C4H10S2 overall at a distorted geometry.

```
16
Properties=species:S:1:pos:R:3:mulliken_charge:R:1
C -0.8332 0.9266 1.5447 -0.913
C -1.9204 0.5801 0.8616 0.138
C -2.1632 1.0748 -0.5373 -0.905
H -0.5678 0.7601 2.5886 0.262
H -0.0676 1.1679 0.9624 0.307
H -2.5528 -0.2076 1.2900 0.325
H -1.7836 2.1056 -0.6510 0.293
H -3.2558 1.1270 -0.8110 0.313
H -1.7024 0.2347 -1.0604 0.193
C 1.2968 -1.4962 -0.5234 -0.703
S 2.0674 -0.1565 -1.5166 -0.044
S 3.9343 0.2785 -0.4938 -0.198
H 0.7479 -1.8703 -1.3889 0.213
H 1.9666 -2.2648 -0.1928 0.399
H 0.5872 -1.2659 0.4113 0.173
H 4.2464 -0.9941 -0.4833 0.147
```

Energy relative to the best compared isomer or geometry (same formula, charge and spin): 2.6349 eV
Lowest unoccupied orbital energy: 0.3 eV
Gap between HOMO and LUMO: 0.333 Ha
SMILES: C=CC.CSS
Highest occupied orbital energy: -8.748 eV
Total charge: 0

=====

Density functional theory data (wB97M-V/def2-TZVPD) for a 2-piece molecular cluster, C4H10S2 overall at a distorted geometry.

```
16
Properties=species:S:1:pos:R:3:mulliken_charge:R:1
C 2.2517 -0.1823 0.6126 -0.809
C 1.5239 -0.0545 -0.5029 -0.007
C 0.9485 1.2682 -0.9115 -0.940
H 2.9624 -1.0009 0.6480 0.282
H 2.4362 0.6829 1.2399 0.268
H 1.0849 -0.9122 -1.0090 0.413
H 0.7382 1.9050 -0.0541 0.312
H 1.6212 1.8071 -1.5892 0.333
H 0.0490 1.2192 -1.5361 0.163
C -1.3767 -1.1680 1.1106 -0.732
S -1.8493 -1.1361 -0.6249 -0.099
S -2.6720 0.7767 -0.7999 -0.218
H -0.9355 -0.2301 1.4395 0.257
H -0.6102 -1.9209 1.2317 0.282
H -2.2522 -1.3827 1.7199 0.337
H -3.9200 0.3288 -0.9745 0.158
```

Energy relative to the best compared isomer or geometry (same formula, charge and spin): 1.5447 eV
Lowest unoccupied orbital energy: 0.5 eV
Gap between HOMO and LUMO: 0.345 Ha
SMILES: C=CC.CSS
Highest occupied orbital energy: -8.893 eV
Total charge: 0

=====

Density functional theory data (wB97M-V/def2-TZVPD) for an isolated ion of composition C4H10S2 and charge +1 at a distorted geometry.

```
16
Properties=species:S:1:pos:R:3:mulliken_charge:R:1
C -3.4428 -0.9236 0.2308 -1.005
C -1.9369 -0.7997 0.4937 -0.443
S -0.8894 0.0627 -0.7892 0.138
S 0.5582 1.1836 0.1647 0.156
C 2.0417 0.9742 -0.7345 -0.295
C 3.3087 0.6846 0.0229 -1.023
H -3.7783 -1.4441 1.1348 0.333
H -3.6702 -1.7314 -0.4718 0.342
H -3.9442 0.0342 0.2328 0.354
H -1.5584 -1.8180 0.5463 0.385
H -1.7806 -0.1712 1.3586 0.378
H 1.9079 0.2503 -1.5431 0.395
H 2.1549 1.9518 -1.2164 0.335
H 3.6265 -0.3585 -0.0539 0.301
H 3.2591 0.9037 1.0875 0.346
H 4.1436 1.2015 -0.4631 0.304
```

Energy relative to the best compared isomer or geometry (same formula, charge and spin): 0.6803 eV
Lowest unoccupied orbital energy (spin up / spin down): -4.5 / -7.6 eV
<S²>: 0.76
Gap between HOMO and LUMO (spin up / spin down): 0.367 / 0.270 Ha
2S+1: 2
Highest occupied orbital energy (spin up / spin down): -14.435 / -14.994 eV
Total charge: +1